This record from the OMol25 dataset describes a cluster of 2 separate species, C5H13N3O in total. The level of theory is wB97M-V/def2-TZVPD.

Each atom is followed by the atoms it is bonded to, with distances in Å.
Atoms and positions in Å:
1 C -0.33 -0.71 -1.02  N2 1.445, N3 1.447, N4 1.473, C5 1.553
2 N -1.42 -0.26 -0.19  C1 1.445, H7 1.014, H8 1.014
3 N -0.03 0.35 -1.96  C1 1.447, H10 1.014, H11 1.014
4 N -0.74 -1.93 -1.74  C1 1.473, H9 1.015, H12 1.016
5 C 0.92 -0.94 -0.14  C1 1.553, O6 1.394, H13 1.093, H17 1.106
6 O 0.64 -1.63 1.04  C5 1.394, H21 0.996
7 H -2.26 -0.19 -0.74  N2 1.014
8 H -1.58 -0.93 0.55  N2 1.014
9 H -0.91 -2.67 -1.07  N4 1.015
10 H 0.77 0.10 -2.53  N3 1.014
11 H -0.82 0.50 -2.57  N3 1.014
12 H 0.01 -2.25 -2.36  N4 1.016
13 H 1.66 -1.52 -0.70  C5 1.093
14 C 0.24 2.47 0.94  C15 1.448, H18 1.090, H19 1.089, H20 1.089
15 C 0.48 1.50 1.98  C14 1.448, C16 1.203
16 C 0.51 0.71 2.89  C15 1.203, H22 1.055
17 H 1.34 0.05 0.11  C5 1.106
18 H -0.24 1.97 0.09  C14 1.090
19 H -0.42 3.25 1.30  C14 1.089
20 H 1.18 2.92 0.62  C14 1.089
21 H 0.40 -0.94 1.72  O6 0.996
22 H 0.61 0.15 3.78  C16 1.055

## Properties
SMILES = NC(N)(N)CO.C#CC
HOMO energy = -9.32 eV
Energy above the lowest of the compared OMol25 structures with the same formula, charge and spin = 267.5 kJ/mol
HOMO-LUMO gap = 10.252 eV

Results of the Löwdin charge analysis, in e, for atoms 1 through 2: number 1, C, carries -0.692; number 2, N, carries 0.091